1.
Below is C29H50BrCl2GaIKLiMgNaO17PS as an isolated structure in a non-equilibrium geometry, with properties calculated with ωB97M-V/def2-TZVPD.

F_max = 6.2 eV/Å
Charge = +1
HOMO = -8.0 eV

Positions of all 107 atoms, in Å:
I  -0.292  6.786  1.442
Br  0.031  -7.316  -5.443
Ga  -1.382  4.698  2.555
K  -2.968  0.920  1.898
Cl  1.541  5.731  5.249
Cl  -3.815  6.786  6.390
S  -5.620  -5.728  1.111
P  -3.635  5.311  3.012
Mg  1.220  1.635  1.495
Na  9.458  6.955  -1.111
O  -6.351  -4.294  0.993
O  -1.244  -6.576  -3.017
O  10.769  1.788  0.929
O  11.250  6.396  1.633
O  -5.465  -6.037  2.482
O  3.010  -0.039  -1.655
O  -6.825  -6.622  0.517
O  -3.525  6.454  4.322
O  -4.453  4.150  3.404
O  8.156  2.272  0.448
O  -1.327  -1.822  4.212
O  -4.541  -5.771  0.191
O  -4.259  6.161  1.760
O  8.636  6.881  1.248
O  -3.070  -2.858  3.190
O  4.828  1.226  -1.211
O  5.038  -0.994  -1.445
C  -0.570  4.171  4.346
C  -2.006  3.283  -0.098
C  9.107  5.611  1.142
C  10.572  5.414  1.383
C  -1.671  1.943  -0.936
C  -1.430  3.052  1.380
C  -2.117  -2.271  -4.359
C  -3.349  -4.471  -4.002
C  -2.161  -2.754  4.043
C  8.845  3.227  0.735
C  10.308  3.031  1.004
C  6.157  0.900  -0.800
C  -2.034  -3.918  5.032
C  -8.026  -5.848  0.504
C  8.302  4.591  0.837
C  -2.523  -3.371  -3.284
C  -3.577  -5.756  -3.133
C  4.177  0.053  -1.457
C  -2.685  1.657  -2.103
C  1.750  3.951  3.115
C  0.988  4.211  4.435
C  -2.382  -6.213  -2.269
C  -1.903  1.580  -3.458
C  -0.430  -7.360  -2.142
C  11.109  4.066  1.305
C  -1.523  0.149  -3.910
C  -7.565  -4.427  0.253
C  -2.709  -0.845  -4.060
C  6.363  -0.467  -1.404
Li  -1.350  -4.850  -6.124
H  -4.493  -5.654  -2.529
H  -2.781  -4.685  4.833
H  -3.223  0.730  -1.859
H  -4.353  -4.050  -4.205
H  -2.427  -2.642  -5.356
H  -1.578  -3.764  -2.878
H  -1.043  -4.367  4.950
H  -2.486  2.136  -4.219
H  1.374  3.059  2.542
H  -3.104  3.399  -0.131
H  -3.521  6.590  1.286
H  10.006  1.225  0.699
H  0.523  -7.612  -2.613
H  -0.954  2.145  -3.367
H  7.241  4.721  0.660
H  -2.116  -5.449  -1.506
H  -2.029  2.226  1.875
H  9.414  7.431  1.486
H  -2.171  -3.554  6.051
H  1.843  4.847  2.477
H  -3.788  -6.576  -3.851
H  -8.294  -3.691  0.586
H  -2.917  -4.715  -5.020
H  -0.978  4.815  5.146
H  -1.014  -2.164  -4.389
H  -0.401  2.606  1.236
H  12.166  3.940  1.498
H  -0.905  3.139  4.574
H  -3.268  -0.544  -4.964
H  1.280  3.398  5.124
H  -0.201  -6.795  -1.210
H  2.793  3.692  3.395
H  -3.130  -2.859  -2.521
H  6.865  1.631  -1.169
H  -1.496  4.117  -0.603
H  -3.404  -0.853  -3.208
H  6.756  -0.421  -2.422
H  -2.729  -7.113  -1.716
H  -8.503  -5.944  1.482
H  -0.934  -8.303  -1.846
H  7.014  -1.099  -0.803
H  -4.460  6.686  4.557
H  -0.616  1.904  -1.261
H  -7.341  -4.264  -0.804
H  -3.366  2.522  -2.169
H  6.196  0.886  0.289
H  -8.705  -6.208  -0.266
H  -1.086  0.251  -4.926
H  -0.708  -0.285  -3.296
H  -1.784  1.085  -0.208

---

2.
Below is C29H50BrCoNOP2 as an isolated structure in a non-equilibrium geometry, with properties calculated with ωB97M-V/def2-TZVPD.

F_max = 2.9 eV/Å
Charge = +2
HOMO (alpha / beta) = -13.7 / -14.0 eV
2S+1 = 4

Positions of all 85 atoms, in Å:
Br  0.382  1.578  -4.559
Co  -0.167  0.376  -2.720
P  2.423  0.254  -1.804
P  -0.346  -1.416  -1.222
O  0.598  0.757  2.325
N  -5.709  -1.353  4.289
C  1.334  -0.317  2.933
C  -1.051  2.645  -1.220
C  2.834  -0.091  3.055
C  0.451  -2.731  -0.135
C  -3.532  1.247  1.806
C  -3.523  1.361  -1.854
C  -0.595  -2.442  -2.736
C  -5.577  -0.012  2.326
C  3.276  2.924  -1.181
C  -4.303  0.467  2.713
C  2.492  1.712  -0.667
C  3.116  0.565  -3.531
C  3.758  -0.817  -1.124
C  1.769  -3.358  -0.575
C  -2.032  -1.523  -0.417
C  4.321  -0.082  -4.213
C  -4.515  -0.892  4.709
C  -1.281  1.755  -2.250
C  -3.216  1.846  -0.555
C  -3.784  0.042  3.963
C  0.379  1.931  4.525
C  -3.966  1.275  0.500
C  -2.094  2.648  -0.280
C  -2.208  -1.998  1.029
C  -6.234  -0.949  3.132
C  -2.520  1.415  -2.782
C  5.124  -0.160  -1.107
C  -1.108  -1.726  -3.984
C  0.650  2.002  3.036
H  -2.678  1.190  -3.818
H  -0.936  -2.389  -4.844
H  5.144  0.709  -0.441
H  3.065  0.684  3.801
H  -0.110  2.617  2.536
H  2.294  0.190  -4.169
H  3.294  0.185  2.091
H  2.917  1.365  0.292
H  -1.300  -3.226  -2.414
H  -4.120  -1.283  5.653
H  -1.905  -3.037  1.200
H  3.751  -1.736  -1.729
H  1.134  -1.185  2.285
H  5.850  -0.887  -0.734
H  -4.506  0.941  -2.049
H  4.447  -1.138  -3.938
H  0.321  2.947  4.917
H  -2.632  -2.157  -1.074
H  4.150  -0.067  -5.308
H  1.179  1.419  5.066
H  3.290  -1.032  3.389
H  1.890  -3.412  -1.662
H  2.813  3.320  -2.094
H  -0.591  -0.768  -4.238
H  -6.073  0.253  1.393
H  -0.148  3.236  -1.173
H  1.637  2.463  2.871
H  -0.303  -3.533  -0.056
H  5.441  0.140  -2.107
H  0.560  -2.265  0.859
H  -4.866  0.716  0.169
H  3.266  3.721  -0.422
H  -2.191  -1.559  -3.932
H  0.907  -0.522  3.931
H  -0.571  1.437  4.748
H  5.261  0.472  -4.069
H  1.829  -4.380  -0.183
H  3.155  1.649  -3.669
H  -3.270  -1.937  1.295
H  -2.791  0.372  4.290
H  2.624  -2.822  -0.159
H  -2.049  3.204  0.662
H  -7.202  -1.363  2.800
H  -2.428  -0.508  -0.489
H  1.452  1.992  -0.429
H  0.375  -2.926  -2.923
H  4.332  2.678  -1.377
H  -2.628  1.749  2.179
H  -1.671  -1.366  1.748
H  3.442  -1.085  -0.106

---

3.
Below is C29H50BrLaNO3 as an isolated structure in a non-equilibrium geometry, with properties calculated with ωB97M-V/def2-TZVPD.

F_max = 4.8 eV/Å
Charge = +3
HOMO = -13.4 eV

Positions of all 85 atoms, in Å:
La  5.478  -2.870  5.040
Br  2.394  1.681  -4.205
O  -2.417  4.474  -0.395
O  -0.925  1.383  -2.603
O  1.383  1.288  -1.689
N  1.561  -1.033  -4.110
C  -2.135  -1.204  -6.262
C  0.591  7.653  -3.294
C  -0.818  -3.433  4.755
C  2.327  -3.387  1.654
C  -0.978  6.351  -1.268
C  -0.227  0.498  -5.129
C  2.351  -4.985  3.913
C  -1.452  -0.592  -5.090
C  1.762  -2.547  5.058
C  -4.596  3.575  -1.556
C  -2.939  3.517  -1.392
C  0.761  -1.285  -0.416
C  2.681  -4.885  2.310
C  1.885  7.435  -2.292
C  0.900  0.316  -3.947
C  0.289  0.576  -2.412
C  -2.138  3.561  -2.829
C  -0.663  2.828  -2.535
C  -1.505  -4.883  5.129
C  -2.825  -4.523  6.080
C  1.938  -3.666  0.086
C  1.797  6.673  -0.817
C  2.919  -3.666  4.733
C  0.433  -3.136  5.817
C  2.003  -2.307  -0.874
C  -0.862  7.097  -2.760
C  -2.525  5.867  -0.855
C  0.320  6.111  -0.291
C  -0.189  -0.817  -1.667
H  1.350  -2.993  2.199
H  -4.853  4.315  -2.428
H  3.362  -4.049  5.773
H  0.735  -4.141  6.336
H  -1.803  7.265  -3.468
H  0.830  -4.054  0.031
H  2.250  -1.755  5.806
H  -3.582  -3.874  5.460
H  3.813  -5.169  2.132
H  -0.820  -5.580  5.795
H  -0.361  3.212  -1.446
H  -3.208  5.980  -1.800
H  -0.352  -1.723  -2.389
H  -4.975  2.487  -1.866
H  2.027  -5.718  1.762
H  0.072  -1.963  0.284
H  2.738  6.521  -0.116
H  3.047  -1.778  -0.863
H  -1.604  -2.563  4.759
H  3.262  -2.704  1.825
H  0.192  5.586  0.760
H  -1.543  -1.775  -7.096
H  -3.323  -5.507  6.490
H  -2.451  -3.840  6.977
H  0.684  8.186  -4.356
H  2.615  -4.510  -0.378
H  -1.261  -0.582  -1.197
H  -0.654  1.612  -5.188
H  0.883  -1.821  -4.181
H  2.924  7.859  -2.668
H  -0.318  -3.513  3.674
H  -5.116  3.886  -0.540
H  1.226  -5.241  4.142
H  1.679  -2.691  -1.957
H  0.056  3.245  -3.359
H  -1.809  -0.945  -4.010
H  -2.033  4.625  -3.303
H  -3.327  -1.135  -6.274
H  1.394  -1.951  4.116
H  2.321  -1.207  -3.418
H  1.132  -0.407  0.278
H  -2.760  2.872  -3.577
H  0.091  -2.313  6.594
H  -2.830  6.551  0.050
H  1.084  1.552  -0.766
H  -1.806  -5.528  4.179
H  2.987  -5.908  4.324
H  3.832  -3.262  4.109
H  0.352  0.349  -6.161
H  -2.724  2.434  -0.938